1.
This record from the Open Molecules 2025 dataset describes C22H28Cl2N3O2SSi2Tm as an isolated structure. The level of theory is ωB97M-V with the def2-TZVPD basis set.

```
61
Properties=species:S:1:pos:R:3:forces:R:3:nbo_charge:R:1
Tm 0.7225 0.6445 0.5959 0.85 0.53 0.92 1.523
Cl 0.9175 3.7844 1.6576 0.67 0.21 -0.74 0.057
C -0.7446 3.5744 2.1265 -0.49 0.51 0.06 -0.410
Cl -0.8565 2.0200 2.9503 -0.38 -0.35 0.10 0.033
H -1.4353 3.6057 1.2551 0.64 -0.11 0.66 0.263
H -0.9191 4.3502 2.8669 -0.42 -0.08 -0.13 0.234
O 2.6715 1.2400 -0.1780 0.23 0.52 0.15 -0.694
N 3.8520 1.5221 0.4103 -0.90 -0.25 -1.82 -0.005
C 4.7935 2.1057 -0.3876 -0.15 -0.31 -0.48 0.031
C 6.0641 2.3252 0.0129 -0.74 -0.31 1.62 -0.256
C 6.3371 1.8980 1.3415 0.95 0.90 -1.11 -0.166
C 5.4005 1.3269 2.1124 -0.95 -1.13 0.92 -0.230
C 4.0585 1.1229 1.6460 0.42 -0.10 2.20 0.098
S 2.7553 0.5336 2.6469 0.53 0.04 -0.74 -0.311
H 4.4518 2.2767 -1.3812 -0.37 0.26 -0.45 0.239
H 6.7728 2.8516 -0.5852 0.29 0.02 -0.37 0.238
H 7.3209 2.0760 1.7292 0.36 -0.14 0.23 0.222
H 5.6845 0.9163 3.0873 -0.40 0.39 -0.30 0.240
C -0.6271 -2.7445 -1.0139 0.03 1.03 -0.71 -1.057
Si 0.3791 -1.1353 -1.4706 -0.87 -0.36 -0.14 0.680
C 1.8671 -1.7397 -2.4344 -0.19 -0.18 -1.32 -1.090
C -0.6707 -0.1998 -2.8051 1.02 -2.18 0.43 -0.415
C -0.8115 -0.9130 -4.0043 -0.44 0.77 -0.23 -0.148
C -1.6017 -0.4279 -5.0254 0.01 0.53 0.16 -0.239
C -2.2780 0.7793 -4.8384 0.09 0.02 -0.15 -0.219
C -2.1526 1.4509 -3.6496 0.50 -0.42 0.04 -0.202
C -1.3262 0.9760 -2.6122 -0.96 1.36 -0.14 -0.419
Si -1.3695 1.9094 -0.9725 -0.23 0.58 -0.08 0.634
C -3.1843 1.4754 -0.5135 -0.03 -0.24 -0.77 -1.086
C -1.4785 3.7572 -1.5803 -0.49 -0.54 0.16 -1.060
H -1.0985 -3.1241 -1.9098 -0.09 -0.22 -0.47 0.226
H -1.4533 -2.5612 -0.3345 0.01 -0.01 0.41 0.210
H 0.0381 -3.5107 -0.6583 0.27 -0.39 0.46 0.215
H 1.6703 -2.5659 -3.1693 0.11 0.69 0.59 0.220
H 2.6299 -2.0656 -1.7635 0.69 -0.38 0.50 0.222
H 2.2686 -0.8722 -2.9861 -0.06 -0.33 0.08 0.233
H -0.2682 -1.8213 -4.1232 0.25 -0.65 -0.22 0.187
H -1.6712 -0.9072 -5.9761 -0.02 -0.50 -0.45 0.201
H -2.8670 1.2524 -5.6163 -0.06 -0.32 -0.14 0.202
H -2.6946 2.3609 -3.5539 -0.31 0.65 0.22 0.193
H -3.8578 2.2152 -0.9743 0.05 -0.37 -0.04 0.226
H -3.4543 1.4152 0.5216 -0.11 0.07 0.81 0.199
H -3.3541 0.4718 -0.9613 -0.17 0.59 0.23 0.238
H -2.3664 3.9270 -2.2338 0.79 -0.10 0.27 0.217
H -0.5467 4.0282 -2.0550 0.19 -0.02 -0.65 0.227
H -1.5463 4.4858 -0.7904 -0.27 0.32 0.67 0.202
N -2.3264 -4.9685 4.4485 -0.49 -1.20 1.04 -0.816
C -2.8959 -4.2217 3.4640 -0.42 -0.34 0.16 0.642
O -3.9989 -4.4409 3.0033 0.41 0.25 0.10 -0.575
C -2.0235 -3.0854 2.9986 -0.59 0.72 -0.44 -0.066
C -0.6429 -3.1494 3.0139 -0.87 1.82 -0.66 -0.233
C 0.0696 -2.0444 2.5582 0.85 -1.73 -0.03 0.083
N -0.5103 -0.9983 2.0441 1.00 1.55 -0.61 -0.536
C -1.8252 -0.9243 1.9919 -1.11 0.25 0.41 0.054
C -2.6350 -1.9188 2.4849 0.46 -0.96 0.12 -0.197
H -2.8512 -5.7160 4.9598 0.55 1.22 -1.11 0.418
H -1.4797 -4.6618 4.8915 0.01 0.07 -0.01 0.393
H -0.1166 -4.0121 3.2273 0.90 -1.64 0.74 0.224
H 1.1599 -2.1121 2.5032 -0.28 0.28 0.11 0.222
H -2.2431 0.0011 1.6062 -0.03 -0.21 -0.20 0.232
H -3.7023 -1.8377 2.4019 -0.27 -0.09 0.12 0.251
```
Positions in Å, forces in eV/Å.

Results
- LUMO (spin up / spin down) (eV) = -0.48 / -0.48
- relative energy (zero: lowest compared OMol25 entry of this formula, charge and spin) (kJ/mol) = 224.9
- energy (a.u.) = -4152.6340
- HOMO-LUMO gap (spin up / spin down) (eV) = 6.1 / 6.1
- 2S+1 = 3

=====

2.
This record from the Open Molecules 2025 dataset describes C22H28F6O2PS4SbTi as an isolated structure. The level of theory is ωB97M-V with the def2-TZVPD basis set.

```
65
Properties=species:S:1:pos:R:3:forces:R:3:nbo_charge:R:1
Ti -0.3606 -0.4212 0.5394 0.74 0.33 -0.47 1.461
C 2.6063 1.7892 -0.6892 -0.03 -0.02 0.03 -0.553
C 3.1878 1.2699 0.6092 0.01 0.00 -0.04 -0.531
S 2.2940 -0.2124 1.1446 0.00 -0.04 0.13 0.362
C 2.5947 -0.1468 2.9193 0.01 0.04 -0.03 -0.533
C 1.8300 -1.2965 3.5407 0.02 -0.02 -0.02 -0.555
S 0.1010 -1.4548 3.0242 -0.06 0.01 -0.03 0.363
C -0.7777 -0.2622 4.0677 -0.02 0.02 0.00 -0.542
C -0.5214 1.2129 3.8020 0.02 -0.02 -0.03 -0.517
S -0.7527 1.6941 2.0570 -0.15 0.03 0.10 0.316
C 0.4740 3.0006 1.8845 0.01 -0.07 -0.02 -0.534
C 0.5129 3.3867 0.4151 -0.03 -0.02 0.02 -0.551
S 0.8046 1.9903 -0.6944 0.07 0.01 0.07 0.327
H 2.8094 1.0966 -1.5061 0.01 0.01 -0.02 0.274
H 3.0456 2.7501 -0.9588 0.00 0.01 0.01 0.268
H 3.1518 2.0124 1.4041 0.00 0.00 -0.01 0.226
H 4.2297 0.9838 0.4598 0.00 0.01 -0.01 0.274
H 2.2974 0.8239 3.3124 0.01 -0.01 0.02 0.213
H 3.6655 -0.2741 3.0851 -0.01 0.00 0.02 0.269
H 1.8478 -1.2518 4.6298 -0.02 0.00 0.00 0.269
H 2.2748 -2.2488 3.2485 0.02 0.01 0.02 0.268
H -0.5225 -0.4930 5.1030 0.00 0.00 0.00 0.270
H -1.8277 -0.5153 3.9392 0.00 0.01 0.01 0.271
H 0.4907 1.5026 4.0778 -0.01 -0.01 0.03 0.228
H -1.2157 1.8100 4.3932 0.01 0.00 0.01 0.270
H 1.4365 2.6524 2.2518 0.01 0.04 0.00 0.217
H 0.1465 3.8419 2.4958 0.02 0.03 -0.02 0.268
H 1.2756 4.1397 0.2171 0.01 0.01 0.01 0.268
H -0.4499 3.7936 0.0971 0.01 0.01 0.01 0.269
O 2.0559 -0.9999 -2.5047 -0.08 -0.03 0.16 -0.484
C 0.9693 -0.7600 -2.0900 0.14 0.06 -0.41 0.808
O 0.5651 -1.1464 -0.8430 -0.25 -0.11 0.30 -0.807
C -0.1023 0.0202 -2.8284 -0.03 -0.01 0.12 -0.856
P -1.5427 0.2396 -1.7066 -0.13 -0.25 -0.14 1.066
C -2.2208 1.8954 -1.7894 0.02 0.07 0.07 -0.452
C -1.8269 2.8389 -2.7375 -0.05 -0.01 0.01 -0.126
C -2.3982 4.1027 -2.7240 0.03 -0.02 -0.02 -0.215
C -3.3595 4.4228 -1.7747 -0.03 0.01 0.03 -0.166
C -3.7597 3.4816 -0.8338 0.00 0.02 0.00 -0.189
C -3.1891 2.2189 -0.8335 0.03 0.00 -0.03 -0.194
C -2.7102 -0.9156 -2.4422 0.04 -0.03 0.01 -0.421
C -3.9013 -0.4658 -3.0005 -0.02 0.03 0.02 -0.175
C -4.7386 -1.3707 -3.6368 -0.01 0.01 0.00 -0.186
C -4.3942 -2.7116 -3.7058 0.00 0.00 0.01 -0.156
C -3.2015 -3.1600 -3.1483 0.01 0.01 0.00 -0.204
C -2.3553 -2.2659 -2.5175 -0.02 0.03 -0.04 -0.149
H 0.3253 0.9543 -3.1864 0.01 0.00 0.00 0.290
H -0.4080 -0.5538 -3.7039 -0.01 -0.01 0.01 0.310
H -1.0922 2.5968 -3.4942 0.00 0.00 0.00 0.215
H -2.1010 4.8326 -3.4647 0.00 0.01 0.00 0.243
H -3.8073 5.4075 -1.7748 0.00 0.00 0.00 0.243
H -4.5214 3.7285 -0.1068 0.00 0.00 0.00 0.240
H -3.5124 1.4798 -0.1086 0.01 0.01 0.00 0.235
H -4.1793 0.5790 -2.9438 0.00 -0.02 -0.01 0.229
H -5.6626 -1.0240 -4.0788 0.00 0.00 0.00 0.240
H -5.0536 -3.4126 -4.1992 0.00 0.00 0.00 0.241
H -2.9310 -4.2053 -3.2091 -0.01 0.00 0.00 0.239
H -1.4274 -2.6240 -2.0872 0.01 -0.01 0.00 0.208
F -2.2918 -0.2749 1.4708 -0.08 -0.10 0.16 -0.681
Sb -3.2942 -2.0259 1.3466 -0.05 -0.07 -0.02 3.197
F -4.6539 -1.3902 2.4255 0.05 0.07 0.01 -0.632
F -4.0302 -1.2560 -0.1641 -0.02 0.07 -0.05 -0.630
F -3.8424 -3.7217 0.8944 0.14 -0.07 -0.11 -0.614
F -1.4359 -2.1557 0.4226 -0.30 0.01 0.03 -0.664
F -2.3405 -2.5972 2.8345 0.00 -0.03 0.11 -0.638
```
Positions in Å, forces in eV/Å.

Results
- LUMO (eV) = -7.73
- relative energy (zero: lowest compared OMol25 entry of this formula, charge and spin) (kJ/mol) = 71.5
- energy (a.u.) = -4628.3165
- HOMO-LUMO gap (eV) = 6.6
- 2S+1 = 1
- total charge = +2

=====

3.
This record from the Open Molecules 2025 dataset describes C22H28FI2N4NaO2 as an isolated structure. The level of theory is ωB97M-V with the def2-TZVPD basis set.

```
60
Properties=species:S:1:pos:R:3:forces:R:3:nbo_charge:R:1
Na -0.7679 -1.3853 -1.5029 -0.20 0.48 -0.26 0.811
O 6.0499 -0.7399 1.1639 0.01 -0.02 -0.06 -0.715
C 5.8318 -1.3485 -0.0971 -0.05 0.02 0.06 -0.089
C 4.3687 -1.2656 -0.4338 0.03 -0.01 0.05 0.031
C 3.9420 -1.2797 -1.7527 -0.01 -0.03 -0.07 -0.252
C 2.5834 -1.2546 -2.0083 -0.03 0.03 0.09 0.062
N 1.6546 -1.2055 -1.0532 0.18 -0.18 0.01 -0.486
C 2.0640 -1.1795 0.2230 -0.19 0.03 0.07 0.158
C 3.4095 -1.2077 0.5645 0.06 0.03 0.02 -0.233
C 0.9867 -1.1247 1.2717 0.09 -0.01 -0.22 0.241
C 1.2682 -1.0632 2.6248 0.01 -0.01 0.09 -0.253
C 0.2152 -1.0312 3.5347 0.07 0.00 0.00 0.003
C 0.5046 -0.9684 5.0142 0.05 -0.04 -0.02 -0.090
O 1.5010 -1.8981 5.4116 -0.04 0.05 0.01 -0.706
C -1.0781 -1.0633 3.0460 -0.10 0.03 -0.03 -0.244
C -1.2777 -1.1142 1.6713 0.07 0.01 -0.02 0.063
N -0.2673 -1.1429 0.8089 -0.02 -0.07 0.16 -0.499
H 6.9727 -0.8538 1.4068 0.01 -0.01 0.02 0.480
H 6.1203 -2.4058 -0.0727 0.01 -0.01 -0.02 0.186
H 6.4123 -0.8624 -0.8863 0.01 0.04 0.00 0.178
H 4.6492 -1.3127 -2.5720 -0.01 0.00 0.01 0.223
H 2.2198 -1.2672 -3.0302 -0.01 -0.02 0.01 0.200
H 3.7290 -1.1793 1.5947 0.00 0.00 -0.02 0.239
H 2.2829 -1.0513 2.9965 -0.02 0.00 0.01 0.228
H -0.4221 -1.1015 5.5783 -0.01 -0.03 0.02 0.175
H 0.9050 0.0135 5.2680 -0.01 0.02 0.00 0.198
H 1.1584 -2.7877 5.2770 0.01 -0.01 0.00 0.469
H -1.9286 -1.0510 3.7162 0.01 0.00 -0.01 0.225
H -2.2698 -1.1404 1.2291 0.01 -0.01 0.01 0.244
F -7.2845 -1.4581 -0.7982 0.03 0.00 0.00 -0.353
C -5.9347 -1.4617 -1.0087 -0.09 0.00 0.01 0.362
C -5.2299 -0.2901 -0.8555 0.08 0.01 -0.01 -0.321
C -3.8492 -0.3189 -1.0752 0.08 0.00 -0.01 -0.277
C -3.1215 -1.4709 -1.4426 -0.37 -0.19 0.04 -0.490
C -3.9347 -2.6176 -1.5728 0.04 0.06 0.03 -0.256
C -5.3159 -2.6381 -1.3673 0.07 -0.02 -0.01 -0.320
H -5.7554 0.6160 -0.5747 0.03 0.00 -0.01 0.209
H -3.3250 0.6293 -0.9505 0.00 -0.02 0.00 0.187
H -3.4817 -3.5699 -1.8496 0.01 0.02 0.00 0.173
H -5.9073 -3.5400 -1.4788 0.03 0.00 0.00 0.210
C -0.1116 3.7610 0.1350 -0.01 0.02 0.05 -0.620
C -0.5825 3.6800 -1.3128 -0.02 0.00 -0.04 0.092
C -1.7048 4.6830 -1.5530 -0.03 0.03 -0.01 -0.607
C 0.5848 3.9756 -2.2625 0.01 0.01 -0.04 -0.633
N -1.1831 2.3553 -1.5383 0.05 -0.02 0.01 -0.469
N -0.3107 1.2440 -1.4364 0.06 -0.13 -0.02 -0.678
H 0.2419 4.7679 0.3641 0.00 -0.01 -0.01 0.211
H 0.7129 3.0706 0.3263 -0.01 0.00 0.00 0.202
H -0.9332 3.5165 0.8106 0.01 0.01 -0.01 0.221
H -1.3580 5.7018 -1.3731 0.00 -0.02 0.00 0.209
H -2.5453 4.4731 -0.8907 0.01 0.00 -0.01 0.224
H -2.0623 4.6283 -2.5850 0.01 -0.01 0.02 0.207
H 0.9322 5.0032 -2.1382 -0.01 -0.02 0.02 0.217
H 0.2760 3.8484 -3.3030 0.00 0.01 0.01 0.210
H 1.4437 3.3266 -2.0736 -0.01 0.00 -0.01 0.197
H -1.6141 2.3159 -2.4534 -0.04 0.01 -0.01 0.353
H -0.2436 0.9799 -0.4611 0.01 0.00 0.02 0.356
H 0.6285 1.4568 -1.7655 0.00 0.02 0.00 0.328
I 0.2971 -4.4130 -1.1046 0.20 0.27 0.14 -0.004
I -0.1458 -6.9832 -1.4031 -0.09 -0.31 -0.06 0.015
```
Positions in Å, forces in eV/Å.

Results
- LUMO (eV) = -1.59
- relative energy (zero: lowest compared OMol25 entry of this formula, charge and spin) (kJ/mol) = 310.6
- energy (a.u.) = -2082.1474
- HOMO-LUMO gap (eV) = 4.8
- 2S+1 = 1

=====

The lowest energy belongs to which entry?
C22H28F6O2PS4SbTi

=====

energy of number 1 (C22H28Cl2N3O2SSi2Tm)?
-4152.6340 a.u.